# C10H21O13Sr

A molecular structure, C10H21O13Sr (ωB97M-V with the def2-TZVPD basis set, the Open Molecules 2025 dataset).

Last column: Mulliken charge in e.
Element x y z (Å)
Sr -4.5043 19.1754 -11.0162  1.540
C -6.4425 20.4483 -15.1310  -1.277
C -5.7158 19.7739 -13.9818  0.820
O -4.7936 20.4156 -13.4233  -0.669
O -6.0252 18.6223 -13.6039  -0.653
H -6.8745 19.7163 -15.8132  0.306
H -5.6863 20.9885 -15.7064  0.295
H -7.1089 21.1459 -14.6234  0.233
C -8.1179 20.2198 -8.6762  -0.600
C -8.1671 19.2783 -9.8953  0.449
O -7.2520 19.4146 -10.7477  -0.405
O -9.1398 18.4925 -10.0122  -0.783
H -7.5651 21.1491 -8.8052  0.014
H -7.5446 19.6497 -7.9350  0.073
H -9.1461 20.4099 -8.3625  0.320
C -5.3442 23.2301 -8.7233  -0.852
C -4.6695 22.7225 -9.9857  0.420
O -3.6014 23.3285 -10.3029  -0.756
O -5.0994 21.7383 -10.6413  -0.574
H -6.0201 24.0558 -8.9502  0.254
H -4.6218 23.4891 -7.9489  0.329
H -5.9305 22.4085 -8.2945  0.070
C 0.1410 19.7947 -10.9657  -0.850
C -0.9411 20.7521 -11.5464  0.424
O -2.1483 20.4512 -11.4030  -0.306
O -0.4863 21.7387 -12.1653  -0.766
H -0.2781 18.7873 -10.9008  0.109
H 0.4858 20.1352 -9.9865  0.238
H 0.9849 19.8100 -11.6567  0.296
C -5.3578 15.2581 -9.2847  -0.769
C -6.0821 15.8619 -10.5015  0.440
O -5.5369 16.8330 -11.0893  -0.522
O -7.2169 15.4046 -10.7406  -0.717
H -5.6788 15.8648 -8.4353  0.077
H -4.2756 15.2752 -9.4508  0.077
H -5.6341 14.2193 -9.0955  0.364
O -2.6643 17.7177 -9.5599  -0.244
H -2.7209 16.7740 -9.3757  0.179
H -2.0371 18.0618 -8.9169  0.215
O -4.8022 19.3252 -8.4633  -0.226
H -4.2394 19.8261 -7.8645  0.164
H -5.3853 18.8163 -7.8913  0.160
O -3.0296 17.9774 -12.6421  -0.207
H -2.9226 18.3158 -13.5378  0.168
H -2.6682 17.0882 -12.6614  0.141

Cartesian forces, eV/Å:
Sr -1.43 1.32 -1.50
C 0.73 0.01 -0.17
C 0.93 -1.45 1.25
O 0.36 0.76 -0.30
O -0.57 -0.04 -0.92
H -0.61 0.07 0.31
H -0.12 0.34 0.11
H -0.40 -0.01 -0.54
C 0.08 -0.40 0.27
C 0.03 0.00 -2.14
O 0.34 -0.02 0.92
O -0.14 0.46 1.01
H -0.05 -0.09 -0.50
H -0.37 0.08 0.44
H 0.11 -0.06 0.38
C -0.85 -1.00 0.65
C 2.78 -0.17 -1.97
O -0.93 0.45 0.87
O -0.80 0.16 1.37
H 0.08 0.12 0.09
H 0.19 0.42 -0.28
H -0.26 0.16 -0.10
C -0.30 -0.16 -0.23
C -0.57 0.58 -0.54
O 0.48 -0.54 0.67
O 0.45 -0.14 0.10
H 0.09 -0.04 0.16
H -0.06 0.02 0.07
H 0.11 -0.07 0.09
C 0.30 -0.23 -0.12
C -1.40 0.59 -0.74
O 0.92 -0.58 0.75
O 0.57 -0.60 0.18
H 0.36 -0.01 0.16
H 0.05 0.26 0.29
H -0.24 0.04 -0.07
O 0.38 -0.36 0.14
H -0.30 0.05 -0.09
H 0.02 0.21 -0.18
O 0.10 -0.03 0.80
H -0.03 0.19 -0.19
H -0.18 -0.01 -0.26
O 0.75 -0.61 -0.52
H -0.34 0.40 0.15
H -0.23 -0.06 0.12

Values from the calculation:
total charge = -3
energy relative to the best compared isomer or geometry (same formula, charge and spin) = 18.2 kcal per mole
HOMO-LUMO gap = 5.1 eV
HOMO level = 1.0 eV